# 1
{"formula": "C36H42AlN7O2PS", "method": "ωB97M-V with the def2-TZVPD basis set", "e_homo_ha": -0.5910, "charge": 3, "total_energy_ha": -2912.07889, "e_above_lowest_ev": 0.0000, "e_lumo_ev": -7.110, "elements": ["Al", "C", "N", "C", "C", "N", "C", "C", "C", "C", "C", "C", "N", "C", "N", "C", "C", "C", "C", "C", "C", "N", "H", "H", "H", "H", "H", "H", "H", "H", "H", "H", "H", "H", "H", "H", "H", "N", "C", "N", "C", "C", "O", "C", "C", "H", "H", "H", "H", "H", "H", "H", "H", "C", "S", "C", "O", "H", "H", "H", "H", "H", "H", "C", "P", "C", "C", "C", "C", "C", "C", "C", "C", "C", "C", "C", "C", "H", "H", "H", "H", "H", "H", "H", "H", "H", "H", "H", "H", "H"], "coordinates": [[0.2878, 0.9959, 0.5639], [1.6200, 3.0018, 2.4475], [1.6691, 2.6857, 0.9924], [3.0459, 2.4436, 0.4555], [3.2483, 0.9579, 0.5605], [2.2369, 0.1321, 0.8193], [2.8475, -1.0906, 1.2481], [2.3112, -2.1453, 1.9990], [3.2108, -3.1345, 2.3835], [4.5817, -3.0578, 2.0825], [5.1665, -1.9282, 1.4804], [4.2558, -0.9701, 1.0555], [4.4610, 0.3252, 0.5779], [0.6658, 2.0513, 3.1564], [0.0443, 1.0409, 2.5421], [-0.8705, 0.4970, 3.5023], [-1.9066, -0.4441, 3.3895], [-2.7036, -0.6719, 4.5152], [-2.4643, 0.0059, 5.7215], [-1.4910, 0.9925, 5.8421], [-0.6883, 1.2120, 4.7177], [0.2940, 2.1632, 4.4531], [1.2569, 4.0516, 2.5791], [2.5889, 2.9077, 2.9855], [1.3045, 3.4961, 0.5090], [3.7985, 3.0138, 1.0278], [3.1234, 2.7660, -0.6112], [1.2758, -2.0929, 2.3588], [2.8747, -4.0167, 2.8944], [5.1861, -3.8925, 2.3957], [6.2406, -1.8046, 1.3263], [5.3605, 0.7866, 0.3250], [-2.0365, -0.9868, 2.4795], [-3.5141, -1.3946, 4.4922], [-3.0948, -0.2330, 6.5755], [-1.3128, 1.4979, 6.7919], [0.5989, 2.8927, 5.0978], [-0.4297, -0.9969, 0.4292], [-0.3373, -2.1253, 0.0731], [-0.3982, -3.3436, -0.4412], [0.8329, -4.1363, -0.8119], [0.7404, -5.5412, -0.1762], [-0.4738, -6.1950, -0.5740], [-1.6459, -5.4766, -0.0998], [-1.6996, -4.0536, -0.7237], [1.6848, -3.5635, -0.4031], [0.9060, -4.2464, -1.8991], [0.7654, -5.4187, 0.9375], [1.5627, -6.1871, -0.4972], [-1.6408, -5.3959, 1.0001], [-2.5049, -6.0792, -0.4238], [-2.4859, -3.4294, -0.2952], [-1.7960, -4.1299, -1.8196], [-3.4381, 2.7961, 1.3631], [-1.9832, 3.3827, 0.4394], [-2.7931, 3.6617, -1.1188], [-1.1243, 2.0809, 0.2159], [-3.7235, 1.8050, 0.9732], [-4.2362, 3.5557, 1.1784], [-3.1855, 2.7569, 2.4279], [-3.5508, 4.4650, -0.9516], [-3.2675, 2.7239, -1.4794], [-2.0241, 4.0141, -1.8460], [1.0257, -0.8134, -2.7179], [0.0760, 0.6054, -2.0202], [-1.6670, 0.2064, -2.3936], [-2.6999, 0.0495, -1.4311], [-3.9764, -0.3567, -1.8067], [-4.2909, -0.5678, -3.1399], [-3.2991, -0.4131, -4.1168], [-1.9970, -0.0647, -3.7371], [0.6310, 1.8364, -3.2311], [-0.2401, 2.6625, -3.9502], [0.2332, 3.6803, -4.7791], [1.5955, 3.8727, -4.9589], [2.4848, 3.0566, -4.2936], [2.0133, 2.0363, -3.4427], [1.3889, -0.5644, -3.7392], [0.3837, -1.7085, -2.8038], [1.8779, -1.0745, -2.0493], [-2.4839, 0.2470, -0.3702], [-4.7114, -0.5304, -1.0302], [-5.3112, -0.8061, -3.4138], [-3.5245, -0.6051, -5.1407], [-1.2333, 0.0745, -4.5070], [-1.3031, 2.5728, -3.8707], [-0.4464, 4.3458, -5.2811], [1.9523, 4.6572, -5.6189], [3.5443, 3.1605, -4.4780], [2.7512, 1.4632, -2.8885]]}

***

# 2
{"formula": "C4H11N3O2", "method": "ωB97M-V with the def2-TZVPD basis set", "e_homo_ha": -0.3380, "total_energy_ha": -473.68664, "e_above_lowest_ev": 3.1600, "smiles": "C/C=C\\N(N)C(N)(O)O", "e_lumo_ev": 0.778, "elements": ["C", "C", "C", "N", "N", "C", "N", "O", "O", "H", "H", "H", "H", "H", "H", "H", "H", "H", "H", "H"], "coordinates": [[1.3903, 1.4065, 0.9319], [1.5665, -0.0606, 1.1418], [0.9774, -1.0351, 0.4602], [0.1094, -0.8823, -0.6710], [0.8242, -0.3638, -1.7872], [-1.2985, -0.3267, -0.4224], [-1.5622, 0.0286, 0.9397], [-1.5064, 0.7608, -1.2722], [-2.0390, -1.4253, -0.8255], [0.5714, 1.6260, 0.2512], [1.1811, 1.8993, 1.8808], [2.3087, 1.8403, 0.5323], [2.1597, -0.3424, 2.0037], [1.1313, -2.0718, 0.7365], [0.2895, -0.5854, -2.6225], [0.8968, 0.6514, -1.7294], [-1.1264, -0.6366, 1.5669], [-2.5650, -0.0331, 1.0847], [-2.0510, 1.4131, -0.8180], [-1.2577, -1.8629, -1.3815]]}